Entry from the Open Molecules 2025 dataset: a structure of composition C53H50As2Cl2F5LaN2O3S at a distorted geometry (wB97M-V/def2-TZVPD).

Positions of all 119 atoms, in Å:
La1 -0.64740 0.16547 0.75007
F1 -2.01843 5.58227 5.79144
C1 -1.39335 4.59272 5.10504
C2 -1.98000 4.04270 3.97677
F2 -3.15732 4.58731 3.64917
C3 -1.34461 3.04995 3.24768
F3 -1.87533 2.64010 2.03840
C4 -0.16801 2.46645 3.71765
S1 0.68017 1.09945 2.94599
C5 0.36186 2.96276 4.93650
F4 1.46403 2.43210 5.45444
C6 -0.24009 3.99744 5.62957
F5 0.21806 4.44688 6.78252
C7 1.15265 -4.08427 1.29633
C8 1.54527 -3.75272 -0.14252
As1 0.30985 -2.67845 -1.14592
C9 1.15377 -2.38752 -2.84254
C10 1.27515 -3.49452 -3.71940
C11 1.71657 -3.32068 -5.00660
C12 2.15443 -2.05962 -5.44047
C13 2.05920 -0.97036 -4.58285
C14 1.52469 -1.13123 -3.29950
C15 -1.17509 -3.86467 -1.53099
C16 -2.21991 -3.43197 -2.31246
C17 -3.27774 -4.28954 -2.56467
C18 -3.26502 -5.57945 -2.13710
C19 -2.20972 -6.02631 -1.35600
C20 -1.16828 -5.16171 -1.08197
As2 0.97840 -2.45552 2.37126
C21 -1.00987 -2.07195 2.52373
C22 -1.81827 -2.46452 1.45931
C23 -3.03209 -1.83581 1.11708
C24 -3.49372 -0.81931 1.97022
C25 -2.75539 -0.47228 3.10195
C26 -1.52218 -1.08174 3.35403
C27 1.29242 -3.07375 4.18650
C28 0.79383 -4.27627 4.71990
C29 1.19641 -4.66567 6.00169
C30 2.08458 -3.88243 6.75739
C31 2.50247 -2.68956 6.22532
C32 2.16910 -2.27502 4.94520
H1 1.93482 -4.63445 1.87241
H2 0.25146 -4.66924 1.41644
H3 1.83814 -4.65034 -0.66558
H4 2.46151 -3.18748 -0.15539
H5 0.92156 -4.45473 -3.38925
H6 1.66512 -4.18970 -5.66869
H7 2.54376 -2.01190 -6.46593
H8 2.18648 0.01492 -4.93043
H9 1.30511 -0.27605 -2.63698
H10 -2.11042 -2.48046 -2.83701
H11 -4.08722 -3.99867 -3.16343
H12 -4.08521 -6.21642 -2.28479
H13 -2.05819 -7.02858 -1.06166
H14 -0.35669 -5.53727 -0.46050
H15 -1.62147 -3.27933 0.80145
H16 -3.55657 -2.11741 0.21250
H17 -4.40820 -0.27284 1.74614
H18 -3.11134 0.36872 3.77028
H19 -0.95214 -0.83542 4.24470
H20 0.11049 -4.88948 4.19243
H21 0.71239 -5.56778 6.45879
H22 2.37347 -4.26087 7.70168
H23 3.19762 -2.08561 6.77492
H24 2.49495 -1.34614 4.49158
Cl1 6.18215 -1.87461 -0.64281
C33 5.54992 -3.31850 0.22928
Cl2 4.46276 -2.73186 1.49148
H25 6.41054 -3.83682 0.71013
H26 5.07329 -4.01896 -0.45832
C34 -3.86428 4.55174 -4.63139
O1 -2.72352 4.32437 -3.78213
C35 -2.99267 4.68327 -2.47712
C36 -4.22890 5.10113 -2.00704
C37 -4.33069 5.47816 -0.65391
C38 -3.28165 5.37595 0.23202
C39 -2.05871 4.89674 -0.26426
C40 -1.91572 4.54359 -1.57992
N1 -0.63897 4.18151 -2.18242
C41 -0.40229 3.16111 -2.94054
C42 -1.08189 1.94238 -3.15822
C43 -1.11384 1.56922 -4.51521
C44 -1.79160 0.45408 -4.86459
C45 -2.52134 -0.26912 -3.88823
C46 -2.45556 0.06415 -2.55040
C47 -1.76177 1.21169 -2.13007
O2 -1.62904 1.47788 -0.88486
H27 -3.51101 4.48440 -5.63916
H28 -4.26284 5.51696 -4.33322
H29 -4.59141 3.70620 -4.54786
H30 -5.08891 5.08174 -2.67187
H31 -5.28682 5.87570 -0.31375
H32 -3.30021 5.65735 1.27992
H33 -1.22797 4.86731 0.46318
H34 0.01070 4.95648 -2.29661
H35 0.55246 3.27393 -3.50987
H36 -0.54916 2.12823 -5.21862
H37 -1.86396 0.11988 -5.90833
H38 -3.07784 -1.12188 -4.23018
H39 -3.03229 -0.43288 -1.81935
O3 1.52352 0.49448 -0.19227
C48 2.60706 0.86015 -0.63246
C49 2.89338 1.94953 -1.62354
C50 2.83477 3.28041 -0.80795
C51 2.89094 3.21343 0.74497
C52 3.96160 2.36518 1.50613
C53 3.85738 0.79964 1.34702
N2 3.76485 0.41688 -0.07142
H40 2.27649 1.88565 -2.53549
H41 3.91773 1.89560 -2.00782
H42 1.91138 3.81798 -1.05774
H43 3.64340 3.92595 -1.16274
H44 1.88806 2.92764 1.11662
H45 2.96641 4.24843 1.09534
H46 3.71877 2.53584 2.56460
H47 5.01887 2.74411 1.40166
H48 2.93733 0.53067 1.87273
H49 4.63052 0.25406 1.89608
H50 4.59009 0.61163 -0.61530

Atoms 1-3, force components in eV/Å:
La -0.2927 -0.4384 -0.2504
F 0.6604 -1.0531 -0.8246
C -0.0532 -0.2556 0.9747

Computed properties:
* total charge: +2
* HOMO energy: -12.41 eV
* multiplicity: 1
* Kohn-Sham gap: 7.05 eV
* energy above the lowest of the compared OMol25 structures with the same formula, charge and spin: 17.53 kcal per mole
* total energy: -236886.722 eV